[1]
61
Properties=species:S:1:pos:R:3 method="wB97M-V/def2-TZVPD" molar_mass_g_mol=902.11 charge=-1 orbital_gap_ev=1.57 e_homo_ha=-0.152 lumo_energy_ev=-2.558 energy_ha=-3411.2156
O 5.79269 -4.96394 -1.90224
C 5.78396 -4.08680 -2.67557
I 6.38074 -4.33264 -4.81230
C 5.37129 -2.63986 -2.38143
N 4.30283 -2.21219 -3.19886
C 3.21150 -3.03081 -3.17381
C 2.51719 -3.34240 -4.35660
C 1.41316 -4.16115 -4.31492
N 0.86010 -4.70662 -3.22878
C 1.50538 -4.38814 -2.10247
C 2.64217 -3.61082 -2.01890
H 5.22248 -2.59723 -1.29311
H 6.23754 -2.02337 -2.63176
H 2.85999 -2.93932 -5.29665
H 0.92965 -4.40091 -5.25592
H 1.08078 -4.78494 -1.18865
H 3.10203 -3.43707 -1.05612
Cs 7.30020 -7.09274 -4.57318
F -1.86179 -1.20195 1.69071
P -0.99480 -2.41596 0.91376
F -0.25635 -3.60766 1.70071
F -0.76808 -1.12846 -0.27688
F -2.40299 -3.19227 1.10379
F 0.33264 -1.63980 1.66795
F -0.80300 -3.23622 -0.44209
Be -0.81590 0.52366 0.35482
O 11.40528 -7.58197 -6.41350
H 11.95860 -8.37261 -6.36877
C -4.75037 4.44796 1.68196
C -4.28269 5.01346 0.36329
O -3.07754 4.27234 0.07272
S -3.21094 2.79418 0.63327
O -3.59848 1.91328 -0.40156
O -2.04970 2.50464 1.42636
O -4.46452 3.04156 1.59268
H -4.18219 4.86309 2.51739
H -5.81119 4.60265 1.85405
H -4.07866 6.07332 0.41469
H -5.00242 4.81829 -0.43404
C 7.26077 -11.87579 -2.28875
O 7.14446 -12.78934 -1.47566
O 6.54279 -10.83787 -2.32225
O 8.12459 -11.84323 -3.21236
O -0.76903 0.90318 3.82119
H -0.31408 1.66167 4.24040
H -0.12134 0.25265 3.42426
H -1.38779 1.20020 3.07759
Li 1.95146 -2.56313 2.35837
C -4.57874 9.57290 4.36605
C -4.14236 8.93643 3.28312
C -5.08787 8.30241 2.33359
O -4.68740 7.71848 1.34513
C -6.53711 8.40301 2.62990
C -6.97587 9.03884 3.71217
C -6.03099 9.67605 4.66747
O -6.42866 10.25615 5.65110
H -3.90826 10.04296 5.07387
H -3.09028 8.84985 3.04307
H -7.20651 7.93327 1.92019
H -8.02838 9.12474 3.94952
F 0.47202 -5.70399 2.21197

[2]
42
Properties=species:S:1:pos:R:3 method="wB97M-V/def2-TZVPD" molar_mass_g_mol=392.26 smiles="CC1=C(C(N)=O)[C@H](c2ccc(Br)cc2)n2nc(CCCO)nc2N1" orbital_gap_ev=8.99 e_homo_ha=-0.308 de_lowest_ev=1.492 lumo_energy_ev=0.619 energy_ha=-3618.8205
C 2.65196 -2.38055 -1.91867
C 1.69026 -1.45968 -1.24443
C 1.74330 -0.10345 -1.25580
C 2.77514 0.64245 -2.00396
N 2.83194 1.98144 -1.75064
O 3.52237 0.15527 -2.83495
C 0.73785 0.73267 -0.48134
C 1.30857 1.34591 0.79061
C 0.67422 2.44835 1.35273
C 1.12327 2.98701 2.54398
C 2.21548 2.41304 3.17294
Br 2.84914 3.15452 4.80982
C 2.85523 1.30964 2.63514
C 2.39248 0.77564 1.44591
N -0.37169 -0.10142 -0.09644
N -1.54124 0.34329 0.39680
C -2.20516 -0.75686 0.66987
C -3.59339 -0.77089 1.19373
C -4.59879 -0.44015 0.08432
C -4.51324 -1.41619 -1.08570
O -3.40216 -1.07653 -1.88992
N -1.51462 -1.89695 0.39912
C -0.37804 -1.44232 -0.07976
N 0.70247 -2.12550 -0.55209
H 2.14743 -2.90674 -2.72841
H 3.48271 -1.82556 -2.34009
H 3.01693 -3.11911 -1.20562
H 2.43353 2.39916 -0.92908
H 3.57030 2.48216 -2.21810
H 0.33586 1.53524 -1.11723
H -0.18710 2.87384 0.86085
H 0.62984 3.84096 2.98140
H 3.70076 0.87003 3.14112
H 2.88437 -0.08703 1.02145
H -3.79578 -1.76328 1.59819
H -3.68290 -0.02893 1.98848
H -5.60847 -0.46500 0.49701
H -4.39375 0.56078 -0.29601
H -5.43559 -1.35452 -1.68410
H -4.41224 -2.44162 -0.70532
H -3.27869 -1.75989 -2.55594
H 0.63745 -3.12923 -0.60989

[3]
44
Properties=species:S:1:pos:R:3 method="wB97M-V/def2-TZVPD" molar_mass_g_mol=408.38 charge=+2 orbital_gap_ev=7.05 e_homo_ha=-0.565 lumo_energy_ev=-8.336 energy_ha=-2224.4934
C -2.98789 -1.76009 2.68367
C -3.28268 -1.30541 1.25234
C -2.57886 -0.04325 0.90680
O -1.59245 0.36031 1.54836
O -2.94155 0.70249 -0.10706
C -2.86492 0.06417 -1.42678
C -1.61880 0.54785 -2.14076
C -0.34750 0.23018 -1.36501
C 0.48597 1.22427 -0.76131
C 0.11511 2.66991 -0.93671
C 0.74724 3.66090 0.03868
O 1.83190 4.31516 -0.58638
C 1.83087 5.67708 -0.54796
O 2.46536 6.30082 -1.29421
C 1.62967 0.83029 -0.08746
C 1.96741 -0.53578 0.05205
N 3.08442 -0.86544 0.77321
C 3.39613 -2.13183 0.79624
C 2.59722 -3.12159 0.15575
P 3.23013 -4.85207 0.10796
O 4.45435 -4.88165 -0.70664
N 1.48366 -2.84928 -0.47042
C 1.17527 -1.52135 -0.53570
C 0.02325 -1.09399 -1.24315
F -0.72081 -2.05379 -1.80533
H -3.62165 -2.59211 2.95698
H -1.94648 -2.05099 2.79582
H -3.18305 -0.95541 3.38582
H -2.88671 -2.07345 0.58956
H -4.34977 -1.20561 1.09729
H -3.74429 0.35884 -1.98352
H -2.87668 -1.01132 -1.31934
H -1.59291 0.00784 -3.08181
H -1.69643 1.60803 -2.32239
H 0.43389 2.97603 -1.93143
H -0.96232 2.78102 -0.91333
H -0.00923 4.39037 0.31761
H 1.08956 3.19238 0.96958
H 1.20406 6.15778 0.20854
H 2.30383 1.55583 0.34623
H 4.30375 -2.42399 1.30462
H 3.40404 -5.22643 1.45471
H 2.16927 -5.58018 -0.45379
Ca 0.37860 0.52346 2.27870

[4]
42
Properties=species:S:1:pos:R:3 method="wB97M-V/def2-TZVPD" molar_mass_g_mol=351.79 smiles="COc1ccc(Cl)cc1NC(=O)CN1C(=O)NC2(CCCC2)C1=O" orbital_gap_ev=8.74 e_homo_ha=-0.307 de_lowest_ev=0.000 lumo_energy_ev=0.385 energy_ha=-1546.0087
C -0.39429 -3.06930 1.49181
O -0.54288 -1.73705 1.06028
C -1.77353 -1.33952 0.59521
C -2.85857 -2.17577 0.40147
C -4.05546 -1.67220 -0.08776
C -4.15936 -0.32650 -0.38319
Cl -5.64558 0.30219 -0.99354
C -3.08828 0.53442 -0.19372
C -1.89444 0.03348 0.29770
N -0.76493 0.81779 0.52350
C -0.54962 2.12209 0.21704
O -1.36603 2.88142 -0.24358
C 0.88200 2.57560 0.54354
N 1.85366 1.51722 0.43286
C 2.37756 0.84139 1.54909
O 2.10964 1.08916 2.69540
N 3.20011 -0.10971 1.06056
C 3.24610 -0.15210 -0.38165
C 2.71890 -1.48334 -0.95177
C 3.97746 -2.31539 -1.17093
C 4.95811 -1.29172 -1.73741
C 4.67663 -0.00714 -0.94711
C 2.32507 1.00833 -0.74662
O 2.04985 1.39820 -1.84976
H -1.11482 -3.31802 2.27575
H 0.61386 -3.13703 1.89880
H -0.49896 -3.77348 0.66043
H -2.79087 -3.22870 0.62183
H -4.89644 -2.32958 -0.23683
H -3.16954 1.58349 -0.42398
H -0.01563 0.30162 0.96543
H 1.13868 3.38804 -0.14023
H 0.90850 2.93989 1.57554
H 3.71029 -0.74104 1.65304
H 1.99572 -1.94412 -0.28037
H 2.23376 -1.28075 -1.90773
H 3.80924 -3.15114 -1.84717
H 4.34270 -2.70814 -0.22019
H 5.99524 -1.60795 -1.64351
H 4.74219 -1.12971 -2.79313
H 4.74907 0.87480 -1.58169
H 5.37563 0.11086 -0.11868

[5]
39
Properties=species:S:1:pos:R:3 method="wB97M-V/def2-TZVPD" molar_mass_g_mol=325.84 charge=+1 orbital_gap_ev=5.64 e_homo_ha=-0.406 lumo_energy_ev=-5.406 energy_ha=-1703.8943
C 3.31239 2.85535 1.48634
C 2.29591 1.71906 0.84626
C 3.11223 0.26730 0.99982
S 2.62569 -0.47944 2.67001
Cl 4.02198 -2.01718 3.01796
O 1.03799 1.54443 1.59183
C -0.03750 2.41178 1.08660
C -1.55237 1.71357 1.20672
C -1.83326 0.16179 0.75868
C -3.36331 -0.43054 0.86606
C -4.54452 0.55948 1.44030
C -4.29362 2.11370 1.89882
C -2.76466 2.70356 1.79441
H 4.41339 2.62216 1.10154
H 3.33273 2.71351 2.64840
H 3.04612 3.96281 1.16167
H 2.16728 1.89017 -0.30695
H 2.78556 -0.50033 0.15454
H 4.27285 0.44575 0.98097
H 1.36070 -1.09139 2.61348
H -0.01215 3.40706 1.74349
H 0.16433 2.76928 -0.02454
H -0.95252 -0.50526 0.37144
H -3.60641 -1.52597 0.52218
H -5.63590 0.11892 1.51841
H -5.17911 2.78735 2.28137
H -2.54296 3.81397 2.09335
C -1.48797 -2.44237 -3.27593
C -0.82842 -1.85200 -2.27453
C 0.57235 -2.20278 -1.96790
O 1.17616 -1.66437 -1.05026
C 1.21616 -3.22944 -2.81127
C 0.55661 -3.81980 -3.81266
C -0.84416 -3.46903 -4.11930
O -1.44796 -4.00743 -5.03693
H -2.51589 -2.19726 -3.51373
H -1.28646 -1.09661 -1.64732
H 2.24408 -3.47454 -2.57346
H 1.01466 -4.57520 -4.43987

[6]
47
Properties=species:S:1:pos:R:3 method="wB97M-V/def2-TZVPD" molar_mass_g_mol=439.39 charge=+1 orbital_gap_ev=7.32 e_homo_ha=-0.457 lumo_energy_ev=-5.119 energy_ha=-1954.1900
C 1.50912 0.61242 0.23760
C 1.32396 -0.22087 -0.98533
O 2.16014 -0.30266 -1.81860
O 0.16690 -0.99931 -1.16653
C -1.00172 -0.51482 -0.67943
O -1.31108 -0.57191 0.46878
C -1.97331 0.06874 -1.68843
C -2.42997 1.43147 -1.21812
C -3.70062 1.69823 -0.70137
C -4.74387 0.64042 -0.58860
O -5.47792 0.87783 0.60100
C -6.77489 0.45200 0.56391
F -7.54642 1.37754 -0.03422
F -6.90996 -0.68963 -0.11520
F -7.19848 0.27870 1.80212
C -3.99528 2.98940 -0.27997
C -3.05310 3.97665 -0.38243
N -1.84062 3.69928 -0.88510
C -1.52657 2.46766 -1.30822
O -0.25291 2.29886 -1.81817
C -0.26671 2.51384 -3.11907
N -0.31474 2.55998 -4.25388
H 2.17834 0.09594 0.91927
H 2.01615 1.52246 -0.06273
H 0.60045 0.88885 0.76168
H -1.46650 0.20704 -2.64065
H -2.79754 -0.60603 -1.86372
H -4.28842 -0.33892 -0.53564
H -5.36882 0.70863 -1.47955
H -4.95251 3.23046 0.15030
H -3.23471 4.99101 -0.07362
H -1.12808 4.42022 -0.94599
C 5.40145 -3.80778 1.81284
C 6.07487 -2.74817 0.93045
C 4.97334 -1.81066 0.41772
S 3.67608 -1.84497 1.66025
O 2.49183 -2.42944 1.07787
O 3.61597 -0.56652 2.33418
C 4.45299 -3.04397 2.73262
H 6.12900 -4.38218 2.38281
H 4.83579 -4.50379 1.19011
H 6.79308 -2.18181 1.52596
H 6.61963 -3.19814 0.10277
H 5.32295 -0.78793 0.30174
H 4.54210 -2.16271 -0.51761
H 3.68891 -3.66849 3.18945
H 4.99769 -2.49436 3.49965

[7]
39
Properties=species:S:1:pos:R:3 method="wB97M-V/def2-TZVPD" molar_mass_g_mol=307.39 smiles="Cc1ccc(N(Cc2ccccc2F)S(C)(=O)=O)cc1C" orbital_gap_ev=9.22 e_homo_ha=-0.313 de_lowest_ev=0.019 lumo_energy_ev=0.685 energy_ha=-1323.7790
C -4.87714 -0.95690 -0.18943
C -3.49821 -0.43556 0.07614
C -3.05714 -0.24456 1.37830
C -1.79147 0.23684 1.64876
C -0.92416 0.52630 0.60088
N 0.35889 1.03896 0.89658
C 1.28606 0.16977 1.61121
C 1.81264 -0.89032 0.68204
C 2.91625 -0.64808 -0.12622
C 3.33358 -1.58667 -1.05302
C 2.65148 -2.78442 -1.19063
C 1.55092 -3.05023 -0.39544
C 1.14798 -2.09939 0.52282
F 0.07542 -2.37345 1.30370
S 1.08626 2.09268 -0.18048
C -0.12919 3.43112 -0.20087
O 2.27963 2.56225 0.45850
O 1.22618 1.57153 -1.51154
C -1.35464 0.33290 -0.70500
C -2.63124 -0.13749 -0.97840
C -3.06081 -0.33100 -2.40038
H -5.44794 -0.24888 -0.78968
H -4.83174 -1.89542 -0.74077
H -5.40925 -1.12933 0.74236
H -3.71931 -0.47492 2.20043
H -1.47208 0.38392 2.66869
H 0.76264 -0.27559 2.45923
H 2.09658 0.80866 1.96406
H 3.43564 0.29235 -0.02659
H 4.19127 -1.38030 -1.67416
H 2.97433 -3.51473 -1.91694
H 1.00100 -3.97454 -0.47823
H 0.24149 4.20041 -0.86642
H -0.21299 3.80372 0.81076
H -1.07166 3.03629 -0.55599
H -0.67463 0.53978 -1.51615
H -3.32300 -1.37254 -2.58274
H -3.94002 0.27376 -2.62172
H -2.26282 -0.04956 -3.08206

[8]
39
Properties=species:S:1:pos:R:3 method="wB97M-V/def2-TZVPD" molar_mass_g_mol=372.19 charge=+1 orbital_gap_ev=9.15 e_homo_ha=-0.432 lumo_energy_ev=-2.605 energy_ha=-3451.0378
Ga 0.40639 -0.40849 -1.37470
C 2.12668 -0.72056 0.96990
N 1.32294 0.39461 0.40987
C 0.23786 0.82888 1.31441
C -0.96416 -0.10549 1.23930
N -1.38410 -0.33161 -0.15936
C -2.17854 0.79259 -0.71222
C -2.08253 -1.60640 -0.27612
C -3.37360 -1.75730 0.21312
C -4.02052 -2.97677 0.12158
C -3.37070 -4.05934 -0.45360
C -2.08073 -3.92038 -0.93268
C -1.42808 -2.69320 -0.84906
S 0.23166 -2.62023 -1.49060
C 2.15180 1.53208 0.03055
C 3.02978 2.10822 0.93967
C 3.79361 3.20426 0.58078
C 3.67819 3.73916 -0.69423
C 2.80025 3.17564 -1.60217
C 2.03312 2.06834 -1.24878
S 0.93871 1.43189 -2.50106
H 2.64050 -0.42963 1.88619
H 2.86904 -1.02349 0.23278
H 1.47968 -1.57237 1.17429
H -0.05535 1.83538 1.01662
H 0.59549 0.87320 2.34603
H -1.78080 0.33072 1.82034
H -0.72331 -1.07490 1.67432
H -3.11142 0.94240 -0.16829
H -2.41350 0.57624 -1.75353
H -1.59648 1.71252 -0.67735
H -3.88024 -0.92116 0.67929
H -5.02925 -3.07930 0.49699
H -3.86768 -5.01651 -0.53456
H -1.56199 -4.75966 -1.37719
H 3.11624 1.70973 1.94318
H 4.47738 3.63796 1.29747
H 4.27397 4.59393 -0.98378
H 2.69970 3.58902 -2.59741

[9]
40
Properties=species:S:1:pos:R:3 method="wB97M-V/def2-TZVPD" molar_mass_g_mol=354.06 charge=+2 orbital_gap_ev=6.05 e_homo_ha=-0.528 lumo_energy_ev=-8.332 energy_ha=-2859.4905
Ga 0.43168 0.16443 0.31587
C -2.11482 -0.28975 3.64898
C -1.12977 -0.39746 2.54630
N -0.79734 0.56331 1.76249
N -1.24852 1.83691 1.79029
C -0.71100 2.50984 0.78633
O 0.11963 1.92607 -0.08574
C -1.00877 3.91688 0.60891
C -2.00152 4.52349 1.38711
C -2.24029 5.87606 1.25134
C -1.48880 6.62841 0.35472
C -0.50842 6.02869 -0.42706
C -0.26975 4.67336 -0.30678
C -0.41643 -1.66446 2.21241
C -0.50546 -2.80376 2.98036
C 0.20024 -3.94097 2.59389
C 0.96493 -3.91952 1.43820
C 1.02193 -2.74987 0.70722
N 0.35392 -1.65050 1.09237
H -2.58718 0.68804 3.62182
H -1.61837 -0.41099 4.61527
H -2.87597 -1.06677 3.56171
H -2.58102 3.92715 2.07736
H -3.01257 6.35004 1.84077
H -1.67070 7.69090 0.26349
H 0.06198 6.62137 -1.12842
H 0.48414 4.19478 -0.91564
H -1.11539 -2.80766 3.87243
H 0.14628 -4.83935 3.19482
H 1.50391 -4.79242 1.09954
H 1.58716 -2.68054 -0.21286
C 3.61013 1.21242 -0.06721
C 3.20843 -0.06375 -0.75408
O 1.73974 -0.06047 -1.08754
H 4.68692 1.19589 0.10219
H 3.12800 1.32427 0.90882
H 3.37640 2.08731 -0.67412
H 3.33947 -0.94385 -0.12749
H 3.71771 -0.22752 -1.70007
H 1.57928 0.59499 -1.78918

[10]
44
Properties=species:S:1:pos:R:3 method="wB97M-V/def2-TZVPD" spin_multiplicity=5 molar_mass_g_mol=1090.96 charge=-1 orbital_gap_ev="6.08 / 5.02" e_homo_ha="-0.147 / -0.177" de_lowest_ev=0.013 lumo_energy_ev="2.074 / 0.196" energy_ha=-13629.2168
Pt 0.39122 0.97544 -1.31799
Se -0.78323 1.66593 -3.43200
Sb 0.32179 4.00760 -3.11077
Se 1.49724 3.29959 -1.03447
Se 1.71083 4.07431 -5.02446
Se -1.51283 5.47657 -2.74859
I -2.51941 -1.03532 -0.85717
C -2.90714 0.96650 -0.39486
C -4.22325 1.37372 -0.24068
C -4.44553 2.70905 0.06553
C -3.36694 3.56334 0.20604
C -2.09069 3.05438 0.03084
N -1.87363 1.77319 -0.26247
H -5.03487 0.67206 -0.36445
H -5.45772 3.07676 0.17860
H -3.49631 4.61637 0.41087
H -1.20514 3.67499 0.10103
Se 2.31352 0.17762 -2.65064
C 1.72216 -1.61860 -2.90324
C 1.27740 -2.36848 -1.81542
C 0.83552 -3.66707 -2.01752
C 0.81188 -4.21133 -3.29595
C 1.24936 -3.45760 -4.37631
C 1.71882 -2.16658 -4.18215
H 1.25770 -1.92981 -0.82461
H 0.49445 -4.24805 -1.16967
H 0.45229 -5.22080 -3.44994
H 1.23151 -3.87335 -5.37584
H 2.06921 -1.58215 -5.02354
C -0.11647 0.06965 4.47951
Si 1.27315 -0.57449 3.40805
C 2.90318 0.08570 4.04203
C 1.29926 -2.44387 3.51193
C 1.00920 -0.05452 1.69931
C 0.77753 0.33218 0.56401
H -0.01993 -0.27988 5.51110
H -1.08172 -0.26113 4.09101
H -0.11645 1.16155 4.48680
H 3.09700 -0.24882 5.06483
H 2.90022 1.17757 4.03263
H 3.72653 -0.24906 3.40814
H 1.39511 -2.78589 4.54570
H 2.13670 -2.84933 2.93962
H 0.37848 -2.85796 3.09518

[11]
39
Properties=species:S:1:pos:R:3 method="wB97M-V/def2-TZVPD" molar_mass_g_mol=441.37 charge=+1 orbital_gap_ev=7.10 e_homo_ha=-0.404 lumo_energy_ev=-3.887 energy_ha=-1557.8189
La -1.04406 -1.95126 -0.20095
C -1.18475 1.37141 0.59255
N -0.96244 0.60281 -0.66123
C 0.37938 0.85547 -1.21211
C 1.48515 0.46116 -0.24922
N 1.31465 -0.91222 0.28732
C 1.91854 -1.91086 -0.60650
C 1.85575 -1.04774 1.63963
C 3.17543 -0.67780 1.87958
C 3.71139 -0.79577 3.14833
C 2.91829 -1.29069 4.17727
C 1.61037 -1.66406 3.93597
C 1.05332 -1.55205 2.65928
S -0.63820 -2.02387 2.43477
C -2.03323 0.88406 -1.62091
C -1.87329 1.82850 -2.63127
C -2.90929 2.09653 -3.50899
C -4.11441 1.42355 -3.37394
C -4.27792 0.48647 -2.37207
C -3.24419 0.19419 -1.47873
S -3.56096 -0.98752 -0.18990
H -1.02724 2.43777 0.40798
H -0.51200 1.02219 1.37468
H -2.20496 1.19527 0.92322
H 0.53031 1.91387 -1.44734
H 0.46166 0.31957 -2.16503
H 1.52116 1.13941 0.59968
H 2.44568 0.55573 -0.76595
H 2.99608 -1.77947 -0.73070
H 1.48023 -1.84119 -1.61586
H 1.76046 -2.91809 -0.20384
H 3.78706 -0.29314 1.07195
H 4.73580 -0.50721 3.33688
H 3.32157 -1.38539 5.17625
H 0.99639 -2.04723 4.73971
H -0.94719 2.37295 -2.74293
H -2.77393 2.83076 -4.29073
H -4.93219 1.63070 -4.05088
H -5.21842 -0.03681 -2.26602